No. 1
Formula: C5H9NO
Source: OMol25
Level of theory: ωB97M-V with the def2-TZVPD basis set

Computed properties:
E_tot in a.u.: -325.692171
Structure (SMILES): O[C@@]12CCN[C@H]1C2
Energy above the lowest of the compared OMol25 structures with the same formula, charge and spin in kJ/mol: 644.3

Last column: Löwdin charge in e.
Positions of all 16 atoms, in Å:
O -0.555 0.909 1.121  -0.090
C -0.759 0.417 -0.280  -0.356
C 0.613 0.950 -0.769  -0.075
C 1.552 -0.096 0.113  -0.146
N 0.792 -1.393 0.497  -0.013
C -0.471 -1.035 -0.162  -0.299
C -1.849 -0.536 -0.213  0.000
H -0.818 1.809 1.283  0.087
H 0.714 0.835 -1.827  0.087
H 0.764 1.968 -0.567  0.079
H 1.706 0.279 1.161  0.091
H 2.713 -0.171 -0.502  0.164
H 0.551 -1.469 1.515  0.114
H -0.117 -1.472 -1.069  0.132
H -2.367 -0.337 0.747  0.131
H -2.470 -0.658 -1.047  0.093



No. 2
Formula: C4H6N4
Source: OMol25
Level of theory: ωB97M-V with the def2-TZVPD basis set

Computed properties:
E_tot in a.u.: -374.849131
Energy above the lowest of the compared OMol25 structures with the same formula, charge and spin in kJ/mol: 557.2

Last column: Löwdin charge in e.
Positions of all 14 atoms, in Å:
C 0.245 -0.982 1.411  -0.090
C 1.115 0.187 0.788  -0.092
C -1.824 0.179 -1.278  0.045
C 0.683 0.196 -0.681  -0.394
N -0.442 -1.477 0.432  -0.036
N -1.127 1.282 -1.447  -0.008
N -0.002 1.445 -1.073  0.105
N -0.089 -0.976 -0.777  -0.017
H -0.031 -1.011 2.429  0.077
H 1.131 1.093 1.303  0.080
H 2.107 -0.106 0.656  0.078
H -2.369 0.161 -0.431  0.067
H -2.265 -0.260 -2.068  0.059
H 1.565 0.182 -1.286  0.126



No. 3
Formula: C2HFO2Tl
Source: OMol25
Level of theory: ωB97M-V with the def2-TZVPD basis set

Computed properties:
Multiplicity: 2
E_tot in a.u.: -499.515338
Energy above the lowest of the compared OMol25 structures with the same formula, charge and spin in kJ/mol: 39.7

Last column: Löwdin spin population.
Positions of all 7 atoms, in Å:
C -0.638 0.450 0.692  0.191
C -0.523 -0.341 -0.334  0.316
O -1.065 -1.219 -1.067  0.215
O -0.034 1.171 1.468  0.263
H 2.293 0.685 1.191  -0.001
Tl -2.871 -0.729 -2.646  0.017
F 2.838 -0.016 0.695  -0.001



No. 4
Formula: C60H105N15
Source: OMol25
Level of theory: ωB97M-V with the def2-TZVPD basis set

Computed properties:
E_tot in a.u.: -3170.404701
Energy above the lowest of the compared OMol25 structures with the same formula, charge and spin in kJ/mol: 305.2

Last column: Löwdin charge in e.
Positions of all 180 atoms, in Å:
C 0.450 21.431 4.330  -0.086
C 1.273 22.599 4.836  -0.263
C 2.487 22.276 5.705  -0.171
C 2.186 21.654 7.018  -0.238
N 1.949 21.150 8.000  0.142
H 0.042 20.985 5.238  0.076
H 1.052 20.684 3.813  0.061
H -0.360 21.787 3.693  0.051
H 0.675 23.359 5.338  0.087
H 1.668 23.108 3.957  0.066
H 2.982 23.173 6.077  0.110
H 3.197 21.633 5.185  0.101
C 0.852 21.421 0.185  -0.094
C 0.778 22.881 0.538  -0.259
C 2.121 23.604 0.626  -0.163
C 2.887 23.593 -0.675  -0.164
N 3.445 23.581 -1.677  0.186
H 1.571 20.930 0.841  0.053
H 1.309 21.268 -0.793  0.068
H -0.110 20.911 0.246  0.051
H 0.242 22.985 1.481  0.088
H 0.188 23.451 -0.180  0.094
H 2.789 23.130 1.344  0.076
H 1.919 24.624 0.952  0.091
C -5.004 25.552 1.497  -0.123
C -4.942 26.457 0.277  -0.252
C -4.554 25.697 -1.001  -0.184
C -3.117 25.298 -1.104  -0.221
N -2.022 24.980 -1.152  0.168
H -5.768 24.775 1.499  0.073
H -5.206 26.170 2.371  0.073
H -3.998 25.167 1.663  0.048
H -4.171 27.218 0.400  0.103
H -5.887 26.970 0.101  0.112
H -4.715 26.322 -1.879  0.095
H -5.141 24.779 -0.983  0.111
C 4.800 27.287 -0.353  -0.095
C 4.915 27.117 1.173  -0.233
C 6.287 26.668 1.702  -0.201
C 7.378 27.341 1.035  -0.233
N 8.287 27.866 0.526  0.150
H 5.532 27.916 -0.859  0.075
H 3.783 27.574 -0.621  0.060
H 4.987 26.300 -0.776  0.064
H 4.206 26.346 1.476  0.075
H 4.740 28.066 1.681  0.105
H 6.476 25.596 1.655  0.095
H 6.379 26.893 2.765  0.095
C -2.795 22.352 1.411  -0.081
C -3.303 21.401 2.501  -0.267
C -4.732 21.693 2.949  -0.171
C -4.779 22.939 3.707  -0.214
N -4.849 23.915 4.317  0.178
H -1.916 21.891 0.959  0.050
H -2.493 23.304 1.847  0.055
H -3.587 22.569 0.695  0.079
H -2.628 21.385 3.357  0.092
H -3.224 20.414 2.045  0.076
H -5.041 20.788 3.471  0.117
H -5.427 21.812 2.117  0.121
C 0.356 17.552 -1.697  -0.102
C -1.169 17.551 -2.085  -0.234
C -1.800 16.197 -2.461  -0.203
C -1.065 15.292 -3.305  -0.227
N -0.492 14.507 -3.975  0.136
H 1.028 17.229 -2.492  0.067
H 0.568 16.978 -0.795  0.053
H 0.689 18.563 -1.463  0.047
H -1.278 18.211 -2.945  0.101
H -1.673 18.054 -1.260  0.062
H -2.758 16.413 -2.935  0.118
H -2.041 15.690 -1.527  0.117
C 0.320 27.498 -0.453  -0.107
C 0.553 28.018 -1.876  -0.251
C -0.451 27.592 -2.932  -0.188
C -1.853 27.962 -2.599  -0.188
N -2.967 28.250 -2.328  0.148
H -0.706 27.492 -0.085  0.054
H 0.862 28.092 0.282  0.068
H 0.693 26.478 -0.362  0.053
H 1.530 27.621 -2.151  0.076
H 0.609 29.107 -1.868  0.114
H -0.429 26.507 -3.038  0.099
H -0.157 28.024 -3.889  0.110
C 5.128 23.378 2.786  -0.125
C 5.946 22.448 3.637  -0.251
C 7.483 22.668 3.542  -0.161
C 7.891 24.007 4.038  -0.218
N 8.240 24.992 4.506  0.156
H 4.100 23.019 2.830  0.034
H 5.384 23.316 1.728  0.069
H 5.144 24.432 3.061  0.042
H 5.804 21.402 3.365  0.076
H 5.649 22.537 4.682  0.106
H 7.984 22.452 2.598  0.116
H 7.919 21.927 4.211  0.116
C 3.505 27.864 -4.175  -0.083
C 3.745 26.328 -3.857  -0.235
C 3.369 25.338 -4.983  -0.173
C 1.922 25.357 -5.351  -0.230
N 0.807 25.392 -5.646  0.143
H 4.141 28.197 -4.996  0.071
H 3.791 28.446 -3.299  0.057
H 2.473 28.138 -4.396  0.054
H 3.238 25.995 -2.951  0.062
H 4.802 26.235 -3.608  0.103
H 3.473 24.289 -4.705  0.070
H 3.930 25.576 -5.886  0.121
C -1.081 26.567 3.515  -0.085
C -1.491 25.262 4.240  -0.246
C -1.175 25.389 5.735  -0.196
C -2.108 26.255 6.489  -0.223
N -2.804 26.874 7.127  0.151
H -1.391 26.576 2.470  0.056
H -0.012 26.779 3.540  0.053
H -1.657 27.393 3.932  0.076
H -1.061 24.384 3.757  0.084
H -2.574 25.158 4.175  0.074
H -0.144 25.702 5.901  0.104
H -1.213 24.359 6.090  0.105
C 1.837 21.650 -5.768  -0.086
C 2.420 21.381 -4.354  -0.252
C 3.858 20.897 -4.409  -0.192
C 4.710 21.765 -5.252  -0.226
N 5.375 22.442 -5.928  0.151
H 0.750 21.591 -5.829  0.074
H 2.127 20.862 -6.464  0.075
H 2.231 22.603 -6.120  0.053
H 1.853 20.590 -3.864  0.098
H 2.375 22.274 -3.730  0.072
H 3.871 19.936 -4.922  0.119
H 4.309 20.734 -3.430  0.091
C 5.532 26.676 5.871  -0.107
C 4.694 27.776 5.281  -0.269
C 3.216 27.391 5.118  -0.161
C 2.928 26.251 4.211  -0.176
N 2.712 25.376 3.519  0.196
H 4.893 26.204 6.616  0.075
H 6.442 27.008 6.370  0.084
H 5.760 25.927 5.112  0.040
H 5.125 28.161 4.357  0.097
H 4.731 28.605 5.987  0.114
H 2.739 28.310 4.778  0.121
H 2.920 27.138 6.136  0.117
C 6.492 22.058 -1.197  -0.096
C 5.677 20.898 -0.580  -0.269
C 6.309 19.552 -0.835  -0.186
C 7.701 19.370 -0.332  -0.226
N 8.777 19.237 0.034  0.139
H 6.003 23.009 -0.983  0.041
H 6.537 21.992 -2.284  0.072
H 7.495 22.073 -0.770  0.070
H 4.723 20.895 -1.107  0.079
H 5.424 21.159 0.448  0.085
H 6.375 19.398 -1.912  0.117
H 5.775 18.737 -0.348  0.108
C -2.187 15.588 3.785  -0.094
C -2.886 16.935 4.068  -0.225
C -2.016 18.206 3.731  -0.167
C -1.751 18.358 2.328  -0.230
N -1.536 18.488 1.192  0.198
H -1.259 15.499 4.351  0.072
H -1.982 15.606 2.715  0.066
H -2.890 14.813 4.092  0.076
H -3.231 16.910 5.101  0.106
H -3.796 16.999 3.471  0.107
H -1.076 18.248 4.281  0.114
H -2.554 19.119 3.985  0.100
C 3.076 16.234 3.401  -0.088
C 1.806 16.932 2.804  -0.233
C 2.296 17.928 1.745  -0.204
C 3.119 18.995 2.279  -0.204
N 3.760 19.888 2.725  0.183
H 3.862 16.959 3.609  0.065
H 3.457 15.523 2.666  0.077
H 2.765 15.751 4.327  0.072
H 1.271 17.417 3.621  0.096
H 1.197 16.157 2.337  0.106
H 1.390 18.358 1.318  0.085
H 2.789 17.414 0.920  0.127



No. 5
Formula: C17H30FN5O5PS
Source: OMol25
Level of theory: ωB97M-V with the def2-TZVPD basis set

Computed properties:
E_tot in a.u.: -2154.638085
Energy above the lowest of the compared OMol25 structures with the same formula, charge and spin in kJ/mol: 0.0
Total charge: +1

Last column: Löwdin charge in e.
Positions of all 60 atoms, in Å:
N 0.015 -1.611 4.114  0.081
C -0.274 -1.155 2.954  -0.276
C -0.040 0.377 2.720  -0.236
P -0.777 1.027 1.083  0.851
C -2.550 0.643 1.717  -0.388
C -3.709 1.185 0.797  -0.522
S -3.907 3.018 0.752  0.933
C -3.199 3.784 2.224  -0.624
N -3.716 5.004 2.491  0.001
N -3.048 5.455 3.599  0.029
C -2.179 4.491 3.957  -0.122
O -2.217 3.387 3.095  -0.026
C -0.916 -0.178 -0.363  -0.179
C -0.581 0.431 -1.753  -0.443
O -0.609 1.569 -2.054  0.179
F -0.247 -0.511 -2.755  0.027
C 1.004 1.575 0.583  -0.315
C 1.276 3.025 0.574  -0.037
C 2.688 3.332 0.202  -0.033
C 3.540 2.188 -0.099  -0.151
N 3.267 0.861 -0.061  0.040
C 1.989 0.536 0.275  -0.133
H -0.205 -2.613 4.164  0.052
H -0.720 -1.848 2.178  0.109
H -0.577 0.933 3.545  0.096
H 1.043 0.616 2.843  0.096
H -1.148 2.408 1.038  0.026
H -2.669 0.964 2.793  0.085
H -2.674 -0.486 1.746  0.082
H -3.647 0.800 -0.262  0.060
H -4.674 0.756 1.206  0.069
H -1.521 4.596 4.852  0.144
H -1.976 -0.560 -0.446  0.070
H -0.296 -1.108 -0.203  0.110
H 0.529 3.803 0.841  0.095
H 3.061 4.388 0.154  0.102
H 4.588 2.450 -0.411  0.110
H 1.739 -0.557 0.328  0.115
C -3.417 -2.598 -3.241  -0.134
O -2.924 -1.696 -2.259  -0.143
H -4.390 -2.968 -2.915  0.050
H -3.527 -2.080 -4.197  0.092
H -2.732 -3.440 -3.352  0.097
H -2.062 -1.382 -2.568  0.047
O -6.663 -1.980 -2.599  0.344
H -5.954 -1.687 -1.978  0.195
H -7.149 -1.213 -2.978  0.213
H -7.276 -2.619 -2.172  0.211
C 5.171 -1.203 -1.754  -0.016
C 4.965 -2.469 -0.964  -0.550
O 4.103 -2.565 -0.099  0.011
N 5.775 -3.527 -1.239  0.000
C 6.842 -3.608 -2.217  -0.079
H 4.456 -0.452 -1.424  0.038
H 6.179 -0.817 -1.590  0.088
H 5.009 -1.395 -2.817  0.085
H 5.581 -4.339 -0.673  0.138
H 6.612 -4.415 -2.916  0.082
H 7.773 -3.843 -1.697  0.084
H 6.963 -2.680 -2.767  0.073



No. 6
Formula: C6H9N
Source: OMol25
Level of theory: ωB97M-V with the def2-TZVPD basis set

Computed properties:
E_tot in a.u.: -288.637331
Structure (SMILES): C=C1C[C@@H]1C.C#N
Energy above the lowest of the compared OMol25 structures with the same formula, charge and spin in kJ/mol: 379.9

Last column: Löwdin charge in e.
Positions of all 16 atoms, in Å:
C -0.315 0.939 -1.970  0.039
C 0.248 0.130 -1.156  -0.264
C 0.260 -1.147 -0.328  -0.025
C 1.314 -0.028 -0.192  -0.288
C 1.359 0.785 1.042  -0.055
H -0.021 1.897 -2.446  0.071
H -1.210 0.710 -2.535  0.052
H 0.240 -2.132 -0.692  0.086
H -0.410 -1.175 0.411  0.000
H 2.239 -0.224 -0.697  0.131
H 0.702 0.395 1.770  0.062
H 1.284 1.824 0.892  0.066
H 2.357 0.671 1.534  0.092
C -2.694 -0.901 1.498  -0.092
N -3.094 0.023 0.983  0.080
H -2.259 -1.767 1.884  0.044



No. 7
Formula: C5H30N2O8
Source: OMol25
Level of theory: ωB97M-V with the def2-TZVPD basis set

Computed properties:
E_tot in a.u.: -919.848937
Structure (SMILES): CN[C@@H](C)CCN.O.O.O.O.O.O.O.O
Energy above the lowest of the compared OMol25 structures with the same formula, charge and spin in kJ/mol: 362.3

Last column: Löwdin charge in e.
Positions of all 45 atoms, in Å:
C -1.561 -1.733 0.203  -0.131
N -1.302 -0.304 0.139  -0.092
C -0.954 0.109 -1.273  -0.389
C -2.255 -0.170 -2.166  -0.048
C -0.401 1.492 -1.214  -0.165
C 1.045 1.449 -0.659  -0.260
N 1.096 1.601 0.797  -0.001
H -0.624 -2.265 -0.127  0.088
H -1.741 -2.056 1.239  0.083
H -2.434 -2.093 -0.419  0.088
H -2.046 0.191 0.560  0.042
H -0.144 -0.574 -1.661  0.137
H -1.998 0.134 -3.228  0.077
H -3.100 0.374 -1.776  0.069
H -2.333 -1.228 -2.471  0.069
H -0.356 1.929 -2.292  0.136
H -1.094 2.164 -0.644  0.120
H 1.480 0.527 -0.966  0.054
H 1.674 2.093 -1.282  0.109
H 1.856 1.068 1.324  0.076
H 0.385 1.216 1.395  0.014
O 2.581 -3.692 -1.324  -0.110
H 3.398 -3.296 -1.657  0.001
H 2.598 -3.086 -0.505  0.032
O 1.707 -1.111 0.567  -0.081
H 2.024 -1.788 1.180  0.073
H 0.723 -1.240 0.607  0.047
O -1.308 0.003 3.569  -0.028
H -1.948 0.057 2.864  -0.016
H -1.770 0.465 4.238  0.021
O -3.568 1.069 1.743  -0.056
H -3.604 1.725 1.067  0.031
H -3.345 1.477 2.604  0.046
O -1.340 2.615 2.464  -0.082
H -0.948 3.368 2.893  0.041
H -0.696 2.339 1.731  0.036
O 2.073 -0.176 3.347  -0.034
H 1.184 -0.023 3.630  0.005
H 1.987 -0.295 2.404  -0.035
O 1.298 0.379 -4.291  -0.061
H 0.763 0.747 -5.028  0.055
H 0.761 -0.346 -3.980  0.015
O 4.091 -1.433 -1.217  -0.059
H 3.341 -0.856 -0.963  0.031
H 4.806 -0.826 -1.423  0.052



No. 8
Formula: C9H10CoN2OSSe
Source: OMol25
Level of theory: ωB97M-V with the def2-TZVPD basis set

Computed properties:
Multiplicity: 5
E_tot in a.u.: -4716.093137
Energy above the lowest of the compared OMol25 structures with the same formula, charge and spin in kJ/mol: 30.6
Total charge: -1

Last column: Löwdin spin population.
Positions of all 25 atoms, in Å:
Co 0.204 -0.153 0.329  2.701
S 0.036 1.573 -1.315  0.075
C -1.593 1.427 -0.742  0.020
C -2.706 2.086 -1.273  0.001
C -3.943 1.885 -0.692  0.006
C -4.055 1.023 0.398  0.002
C -2.922 0.383 0.851  0.012
N -1.723 0.565 0.297  0.051
H -2.571 2.737 -2.125  0.001
H -4.819 2.392 -1.077  0.000
H -5.006 0.848 0.882  0.000
H -2.950 -0.303 1.690  0.002
Se 0.878 -0.109 2.637  0.065
C 2.176 1.140 2.763  0.016
N 3.015 1.927 2.891  0.014
C 2.303 -2.820 0.246  0.014
O 1.194 -2.961 -0.608  0.203
C 0.271 -1.922 -0.635  0.649
C -0.714 -2.200 -1.740  0.111
H 3.222 -2.954 -0.333  0.002
H 2.270 -3.585 1.028  0.002
H 2.326 -1.839 0.721  0.008
H -0.747 -3.273 -1.958  0.006
H -0.434 -1.673 -2.665  0.029
H -1.718 -1.858 -1.474  0.010